Entry from the Open Molecules 2025 dataset: C2H3N3O in the gas phase in a non-equilibrium geometry (ωB97M-V/def2-TZVPD).

Each atom is followed by the atoms it is bonded to, with distances in Å.
Element x y z (Å)
1 N -3.103 -0.522 0.045  C2 1.147
2 C -1.957 -0.482 0.052  N1 1.147, N3 1.452
3 N -0.506 -0.526 0.103  C2 1.452, C4 1.365, H7 1.010
4 C 0.178 0.650 -0.005  N3 1.365, N5 1.485, O6 1.186
5 N 1.584 0.194 -0.158  C4 1.485, H8 1.007, H9 1.009
6 O -0.188 1.772 0.115  C4 1.186
7 H -0.150 -1.423 -0.196  N3 1.010
8 H 1.930 -0.640 0.289  N5 1.007
9 H 2.213 0.978 -0.245  N5 1.009

frontier orbital gap	11.07	eV
ΔE to the lowest compared entry with this formula, charge and spin	0.647	eV
SMILES	N#CNC(N)=O
HOMO	-0.3944	Eh
spin multiplicity	1

Entry from the Open Molecules 2025 dataset: 12 unconnected molecules or ions with the total composition C15H54N12O12 in a non-equilibrium geometry (ωB97M-V/def2-TZVPD).

Each atom is followed by the atoms it is bonded to, with distances in Å.
Element x y z (Å)
1 N 0.285 4.968 -0.837  C2 1.299, H5 1.034, H6 1.040
2 C 1.279 4.132 -0.812  N1 1.299, N3 1.325, O4 1.382
3 N 1.891 3.961 0.350  C2 1.325, H7 1.002, H8 1.099
4 O 1.762 3.499 -1.942  C2 1.382
5 H -0.145 5.111 -1.766  N1 1.034
6 H 0.100 5.772 -0.203  N1 1.040
7 H 2.845 3.678 0.236  N3 1.002
8 H 1.723 4.765 1.080  N3 1.099
9 N 4.863 0.286 -1.689  C10 1.293, H13 1.006, H14 1.055
10 C 4.117 1.338 -1.603  N9 1.293, N11 1.295, O12 1.385
11 N 3.405 1.492 -2.674  C10 1.295, H15 1.047, H16 1.037
12 O 4.228 2.195 -0.521  C10 1.385
13 H 5.594 0.242 -1.000  N9 1.006
14 H 5.013 -0.410 -2.468  N9 1.055
15 H 2.682 2.241 -2.565  N11 1.047
16 H 3.332 0.881 -3.509  N11 1.037
17 N 2.353 -1.784 3.778  C18 1.272, H21 1.014, H22 1.027
18 C 2.534 -1.314 2.610  N17 1.272, N19 1.264, O20 1.358
19 N 2.729 -2.253 1.786  C18 1.264, H23 1.041, H24 1.041
20 O 2.561 -0.002 2.259  C18 1.358
21 H 2.103 -1.127 4.509  N17 1.014
22 H 2.604 -2.720 4.118  N17 1.027
23 H 3.064 -1.894 0.868  N19 1.041
24 H 3.009 -3.225 2.033  N19 1.041
25 N -0.456 1.190 3.482  C26 1.312, H29 1.065, H30 1.144
26 C -0.041 2.364 3.068  N25 1.312, N27 1.333, O28 1.373
27 N 1.127 2.360 2.425  C26 1.333, H31 1.044, H32 1.069
28 O -0.718 3.454 3.557  C26 1.373
29 H -1.362 1.064 4.026  N25 1.065
30 H -0.342 0.451 2.617  N25 1.144
31 H 1.352 1.381 2.141  N27 1.044
32 H 1.314 3.126 1.704  N27 1.069
33 N -0.075 -3.259 1.766  C34 1.273, H37 1.066, H38 0.993
34 C -0.666 -3.335 2.891  N33 1.273, N35 1.264, O36 1.360
35 N 0.116 -3.121 3.861  C34 1.264, H39 1.026, H40 1.057
36 O -1.986 -3.570 3.124  C34 1.360
37 H -0.742 -3.471 0.961  N33 1.066
38 H 0.875 -3.051 1.566  N33 0.993
39 H -0.389 -2.962 4.739  N35 1.026
40 H 0.990 -2.553 3.685  N35 1.057
41 N -3.459 3.058 2.077  C42 1.304, H45 1.027, H46 1.023
42 C -2.656 3.085 1.050  N41 1.304, N43 1.327, O44 1.382
43 N -1.792 4.083 0.918  C42 1.327, H47 1.040, H48 0.978
44 O -2.572 2.021 0.172  C42 1.382
45 H -4.277 2.441 2.006  N41 1.027
46 H -3.604 3.940 2.575  N41 1.023
47 H -1.597 4.725 1.712  N43 1.040
48 H -1.125 3.976 0.211  N43 0.978
49 C 0.626 0.714 -0.193  C50 1.525, H52 1.091, H53 1.093, H54 1.089
50 C -0.131 -0.562 0.158  C49 1.525, O51 1.399, H55 1.080, H56 1.105
51 O -0.247 -0.631 1.551  C50 1.399, H57 0.963
52 H 0.706 0.809 -1.278  C49 1.091
53 H 1.589 0.879 0.297  C49 1.093
54 H 0.017 1.595 0.008  C49 1.089
55 H 0.187 -1.534 -0.191  C50 1.080
56 H -1.172 -0.353 -0.144  C50 1.105
57 H -0.097 -1.551 1.792  O51 0.963
58 C 0.298 -1.623 -3.984  C59 1.509, H61 1.050, H62 1.047, H63 1.039
59 C -0.477 -2.607 -3.141  C58 1.509, O60 1.469, H64 1.053, H65 1.095
60 O -1.605 -2.043 -2.386  C59 1.469, H66 0.961
61 H -0.341 -1.381 -4.780  C58 1.050
62 H 1.101 -2.180 -4.362  C58 1.047
63 H 0.729 -0.826 -3.476  C58 1.039
64 H 0.248 -3.163 -2.618  C59 1.053
65 H -0.988 -3.360 -3.750  C59 1.095
66 H -1.884 -1.315 -2.948  O60 0.961
67 C -2.725 2.449 -2.922  C68 1.496, H70 1.016, H71 1.088, H72 1.082
68 C -2.059 1.119 -2.752  C67 1.496, O69 1.367, H73 1.082, H74 1.136
69 O -2.215 0.276 -3.817  C68 1.367, H75 0.959
70 H -2.192 3.062 -2.311  C67 1.016
71 H -3.789 2.467 -2.697  C67 1.088
72 H -2.636 2.758 -3.955  C67 1.082
73 H -2.504 0.662 -1.879  C68 1.082
74 H -0.968 1.364 -2.554  C68 1.136
75 H -1.603 0.494 -4.523  O69 0.959
76 C -2.779 -4.303 -0.054  O77 1.389, H78 1.072, H79 1.111, H80 1.073
77 O -1.813 -3.312 -0.180  C76 1.389, H81 0.943
78 H -2.308 -5.262 0.040  C76 1.072
79 H -3.482 -4.498 -0.892  C76 1.111
80 H -3.393 -4.172 0.816  C76 1.073
81 H -1.955 -2.760 -0.931  O77 0.943
82 C 2.578 -2.413 -1.428  O83 1.432, H84 1.158, H85 1.094, H86 1.030
83 O 3.664 -1.863 -0.674  C82 1.432, H87 0.978
84 H 1.978 -1.548 -1.909  C82 1.158
85 H 1.885 -2.927 -0.755  C82 1.094
86 H 2.808 -3.134 -2.127  C82 1.030
87 H 3.985 -1.028 -1.068  O83 0.978
88 C -3.557 -1.129 1.555  O89 1.400, H90 1.069, H91 1.030, H92 1.093
89 O -3.354 -0.678 0.245  C88 1.400, H93 0.962
90 H -4.590 -0.991 1.793  C88 1.069
91 H -2.920 -0.761 2.276  C88 1.030
92 H -3.396 -2.208 1.484  C88 1.093
93 H -3.066 0.239 0.287  O89 0.962

frontier orbital gap	8.06	eV
ΔE to the lowest compared entry with this formula, charge and spin	6.018	eV
SMILES	NC(N)=O.NC(N)=O.NC(N)=O.NC(N)=O.NC(N)=O.NC(N)=O.CCO.CCO.CCO.CO.CO.CO
HOMO	-0.2952	Eh
spin multiplicity	1

no.,E (eV)
1,-8639.847
2,-58878.407